Record 1
Formula: C32H24N2O5PSV
Source: the Open Molecules 2025 dataset
Level of theory: the ωB97M-V functional and the def2-TZVPD basis

Output
total charge	+2
orbital gap	5.92	eV

Each line ends with the natural charge from an NBO analysis.
Atoms and positions in Å:
V1 0.52 -1.33 0.31  1.2972
O1 0.94 -1.21 1.97  -0.4993
C1 1.95 -1.23 2.87  0.3844
C2 1.68 -1.28 4.22  -0.2349
C3 2.77 -1.32 5.09  -0.1151
C4 4.08 -1.31 4.62  -0.1950
C5 4.33 -1.26 3.27  -0.0974
C6 3.26 -1.22 2.36  -0.2240
C7 3.48 -1.18 0.95  0.2554
N1 2.54 -1.21 0.06  -0.3438
N2 2.98 -1.11 -1.25  -0.3019
C8 1.97 -1.03 -2.03  0.5500
O2 0.75 -1.10 -1.42  -0.5460
C9 2.00 -0.89 -3.47  -0.1083
C10 3.23 -0.80 -4.13  -0.1508
C11 3.26 -0.67 -5.50  -0.2030
C12 2.07 -0.63 -6.22  -0.1424
C13 0.84 -0.73 -5.57  -0.2145
C14 0.80 -0.86 -4.20  -0.1711
H1 0.66 -1.31 4.57  0.2512
H2 2.58 -1.37 6.16  0.2488
H3 4.90 -1.34 5.32  0.2531
H4 5.34 -1.26 2.89  0.2429
H5 4.50 -1.11 0.58  0.2479
H6 4.14 -0.83 -3.56  0.2371
H7 4.20 -0.59 -6.02  0.2401
H8 2.10 -0.54 -7.30  0.2378
H9 -0.08 -0.72 -6.14  0.2328
H10 -0.15 -0.94 -3.68  0.2228
O3 -1.49 -2.47 2.58  -0.8968
S1 -1.94 -2.88 1.29  2.3799
O4 -2.36 -4.19 1.01  -0.8352
O5 -0.70 -2.56 0.25  -0.7438
C15 -3.12 -1.69 0.70  -0.3246
C16 -4.42 -2.15 0.67  -0.1509
C17 -5.46 -1.26 0.46  -0.1465
C18 -5.19 0.09 0.30  -0.1827
C19 -3.88 0.54 0.31  -0.1067
C20 -2.82 -0.34 0.49  -0.3977
P1 -1.19 0.44 0.38  1.2421
C21 -1.01 1.30 -1.18  -0.4426
C22 -1.94 1.17 -2.21  -0.1705
C23 -1.69 1.80 -3.43  -0.1926
C24 -0.53 2.52 -3.62  -0.1436
C25 0.41 2.63 -2.60  -0.2093
C26 0.18 2.01 -1.38  -0.1380
C27 -1.00 1.53 1.78  -0.3558
C28 -1.13 0.97 3.06  -0.2075
C29 -1.06 1.79 4.17  -0.1865
C30 -0.87 3.16 4.01  -0.1442
C31 -0.75 3.71 2.75  -0.1964
C32 -0.82 2.90 1.62  -0.1878
H11 -4.62 -3.20 0.84  0.2690
H12 -6.48 -1.62 0.44  0.2544
H13 -6.00 0.80 0.15  0.2510
H14 -3.69 1.60 0.16  0.2294
H15 -2.84 0.59 -2.08  0.2344
H16 -2.42 1.71 -4.22  0.2440
H17 -0.35 3.01 -4.57  0.2446
H18 1.32 3.19 -2.75  0.2434
H19 0.92 2.10 -0.59  0.2148
H20 -1.30 -0.10 3.18  0.2392
H21 -1.17 1.37 5.16  0.2380
H22 -0.82 3.79 4.88  0.2434
H23 -0.62 4.78 2.63  0.2444
H24 -0.76 3.35 0.64  0.2336

***

Record 2
Formula: C38H20N10NiS
Source: the Open Molecules 2025 dataset
Level of theory: the ωB97M-V functional and the def2-TZVPD basis

Output
total charge	-2
orbital gap (alpha / beta)	4.43 / 4.48	eV

Each line ends with the natural charge from an NBO analysis.
Atoms and positions in Å:
Ni1 -0.49 -0.67 0.42  1.0448
C1 -1.57 4.19 4.62  -0.2171
C2 -1.36 4.99 3.50  -0.2634
C3 -1.04 4.43 2.27  -0.1962
C4 -0.94 3.06 2.19  -0.0447
C5 -0.69 2.15 1.07  0.3933
N1 -0.75 0.88 1.47  -0.5534
C6 -1.10 0.83 2.87  0.1187
N2 -0.31 -0.01 3.68  -0.4553
C7 0.03 -1.16 3.20  0.3927
C8 0.76 -2.15 3.99  -0.0584
C9 1.41 -2.07 5.21  -0.1807
C10 2.08 -3.20 5.65  -0.2321
C11 2.07 -4.38 4.91  -0.2421
C12 1.41 -4.47 3.70  -0.2034
C13 0.77 -3.33 3.22  -0.0060
C14 0.09 -3.02 1.98  0.3867
N3 -0.19 -3.91 1.05  -0.5416
C15 -0.65 -3.52 -0.13  0.3202
N4 -0.63 -2.25 -0.63  -0.5580
C16 -0.98 -2.29 -1.95  0.2785
N5 -0.91 -1.30 -2.82  -0.4447
C17 -0.64 -0.07 -2.43  0.2966
N6 -0.60 0.39 -1.14  -0.5831
C18 -0.41 1.74 -1.16  0.3749
N7 -0.45 2.60 -0.15  -0.5988
C19 -0.27 2.18 -2.52  -0.0431
C20 -0.07 3.43 -3.08  -0.2004
C21 -0.02 3.52 -4.46  -0.2579
C22 -0.17 2.39 -5.26  -0.2399
C23 -0.38 1.14 -4.72  -0.1887
C24 -0.42 1.03 -3.33  -0.0823
C25 -1.38 -3.64 -2.29  -0.0925
C26 -1.93 -4.20 -3.43  -0.1853
C27 -2.26 -5.55 -3.40  -0.2530
C28 -2.03 -6.32 -2.26  -0.2661
C29 -1.49 -5.77 -1.11  -0.1943
C30 -1.16 -4.42 -1.13  -0.0464
N8 -0.27 -1.71 1.98  -0.6013
C31 -1.15 2.26 3.31  0.0303
C32 -1.45 2.81 4.54  -0.1979
H1 -1.84 4.66 5.56  0.1884
H2 -1.47 6.07 3.59  0.1874
H3 -0.89 5.04 1.39  0.2096
H4 1.39 -1.16 5.78  0.2218
H5 2.63 -3.16 6.59  0.1932
H6 2.60 -5.24 5.30  0.1917
H7 1.40 -5.39 3.14  0.2133
H8 0.02 4.30 -2.45  0.2166
H9 0.13 4.49 -4.93  0.1904
H10 -0.14 2.51 -6.34  0.1902
H11 -0.51 0.27 -5.35  0.2121
H12 -2.13 -3.59 -4.29  0.2103
H13 -2.69 -6.02 -4.27  0.1883
H14 -2.29 -7.37 -2.27  0.1881
H15 -1.33 -6.36 -0.22  0.2090
H16 -1.61 2.18 5.40  0.2232
S1 -2.88 0.26 2.95  -0.6198
N9 5.75 0.72 -3.25  -0.3387
C33 4.89 0.48 -2.51  0.2981
C34 3.89 0.16 -1.60  -0.1906
C35 3.26 1.14 -0.79  -0.1494
C36 2.30 0.75 0.10  0.0316
N10 1.88 -0.51 0.25  -0.4023
C37 2.49 -1.44 -0.49  0.0430
C38 3.48 -1.18 -1.41  -0.1964
H17 3.54 2.18 -0.88  0.2179
H18 1.81 1.48 0.75  0.2271
H19 2.17 -2.46 -0.33  0.2167
H20 3.92 -1.97 -1.99  0.2204

***

Record 3
Formula: C15H26Cl2N2O2PdS
Source: the Open Molecules 2025 dataset
Level of theory: the ωB97M-V functional and the def2-TZVPD basis

Output
total charge	+2
2S+1	3
orbital gap (alpha / beta)	8.95 / 6.34	eV

Each line ends with the Mulliken spin population.
Atoms and positions in Å:
Pd1 -2.47 -16.44 -0.20  1.6092
Cl1 -4.05 -17.49 1.25  0.1133
C1 -3.09 -17.50 2.85  -0.0035
Cl2 -1.48 -18.27 2.85  0.0065
H1 -3.68 -17.99 3.57  0.0040
H2 -2.96 -16.43 3.09  0.0014
C2 1.09 -15.98 -2.29  0.0035
C3 -0.42 -15.92 -2.35  0.0113
O1 -1.06 -15.36 -1.38  0.0853
N1 -1.07 -16.40 -3.41  0.0174
C4 -2.51 -16.66 -3.27  0.0098
C5 -2.64 -18.03 -2.61  -0.0169
C6 -2.91 -19.15 -3.42  0.0134
C7 -2.80 -20.41 -2.93  -0.0027
C8 -2.67 -20.53 -1.52  0.0039
C9 -2.45 -19.39 -0.73  -0.0078
N2 -2.42 -18.16 -1.29  0.0288
H3 1.38 -16.45 -1.32  0.0002
H4 1.55 -14.97 -2.21  0.0003
H5 1.50 -16.56 -3.17  0.0011
H6 -0.52 -16.72 -4.17  -0.0005
H7 -3.02 -16.79 -4.25  -0.0005
H8 -2.98 -15.87 -2.68  -0.0126
H9 -3.11 -19.06 -4.50  0.0006
H10 -2.90 -21.34 -3.53  0.0000
H11 -2.77 -21.52 -1.10  0.0004
H12 -2.21 -19.44 0.32  -0.0031
C10 -2.47 -11.69 3.85  0.0004
C11 -2.77 -13.11 3.37  0.0030
C12 -1.50 -13.93 3.13  0.0064
S1 -1.14 -14.28 1.39  0.0192
O2 -2.56 -14.74 0.91  0.0970
C13 -1.15 -12.67 0.41  0.0141
C14 -0.26 -11.54 0.89  0.0004
C15 1.06 -11.45 0.05  0.0002
H13 -3.33 -11.14 4.26  0.0002
H14 -2.05 -11.06 3.05  0.0000
H15 -1.71 -11.72 4.62  0.0000
H16 -3.44 -13.18 2.48  -0.0032
H17 -3.30 -13.68 4.16  -0.0005
H18 -1.52 -14.90 3.56  0.0007
H19 -0.58 -13.47 3.48  0.0002
H20 -2.22 -12.36 0.30  -0.0013
H21 -0.81 -13.05 -0.52  -0.0013
H22 0.00 -11.71 1.96  0.0006
H23 -0.80 -10.62 0.76  0.0005
H24 1.79 -12.18 0.35  0.0001
H25 1.57 -10.52 0.17  0.0002
H26 0.81 -11.53 -1.03  -0.0001

***

Record 4
Formula: C30H36BiN3O2Te
Source: the Open Molecules 2025 dataset
Level of theory: the ωB97M-V functional and the def2-TZVPD basis

Output
total charge	0
orbital gap	7.47	eV
energy relative to the best compared isomer or geometry (same formula, charge and spin)	11.3	kcal/mol

Each line ends with the Mulliken charge.
Atoms and positions in Å:
Bi1 -0.39 0.43 -0.29  2.0132
C1 -0.15 -1.34 3.39  -1.3990
N1 -0.27 -0.05 2.73  0.9717
C2 0.94 0.77 2.93  -0.8979
C3 2.27 0.13 2.53  -1.1630
C4 2.37 -0.39 1.09  -0.1323
N2 1.95 0.64 0.15  0.1396
C5 2.77 1.53 -0.27  -0.3922
C6 2.36 2.71 -1.00  0.6254
C7 3.33 3.41 -1.73  -0.6879
C8 3.02 4.54 -2.44  -0.7687
C9 1.69 5.00 -2.40  -0.5133
C10 0.73 4.36 -1.65  -0.5887
C11 1.04 3.20 -0.90  0.2031
O1 0.13 2.66 -0.13  -0.6196
C12 -1.45 0.67 3.23  -1.1645
C13 -2.00 1.80 2.35  -0.4355
C14 -3.13 1.39 1.35  -1.0936
N3 -2.71 1.43 -0.05  -0.1666
C15 -3.13 2.37 -0.80  -0.1946
C16 -2.75 2.58 -2.19  0.6007
C17 -3.59 3.44 -2.92  -0.8894
C18 -3.38 3.72 -4.25  -0.7476
C19 -2.27 3.14 -4.88  -0.4930
C20 -1.42 2.31 -4.19  -0.4142
C21 -1.62 2.00 -2.83  0.1994
O2 -0.73 1.22 -2.27  -0.6148
H1 -0.03 -1.24 4.48  0.2863
H2 0.70 -1.90 3.00  0.3721
H3 -1.04 -1.94 3.19  0.3748
H4 1.01 1.06 3.99  0.4505
H5 0.81 1.69 2.36  0.3594
H6 2.53 -0.69 3.20  0.4631
H7 3.03 0.90 2.66  0.4573
H8 1.72 -1.26 0.95  -0.4296
H9 3.40 -0.72 0.89  0.5669
H10 3.84 1.39 -0.08  0.3383
H11 4.35 3.02 -1.75  0.3719
H12 3.77 5.07 -3.01  0.3955
H13 1.42 5.88 -2.96  0.4118
H14 -0.29 4.72 -1.62  0.4350
H15 -1.22 1.07 4.23  0.3990
H16 -2.24 -0.08 3.38  0.4979
H17 -1.20 2.30 1.80  0.2087
H18 -2.41 2.56 3.01  0.5728
H19 -4.00 2.03 1.50  0.3496
H20 -3.44 0.37 1.57  0.4410
H21 -3.87 3.08 -0.40  0.2216
H22 -4.44 3.88 -2.41  0.3484
H23 -4.05 4.37 -4.79  0.4024
H24 -2.08 3.35 -5.92  0.4022
H25 -0.55 1.87 -4.66  0.4451
C22 0.67 -6.87 1.85  -1.4733
C23 0.59 -5.64 0.98  0.5107
C24 -0.51 -4.80 1.02  -1.1552
C25 -0.61 -3.66 0.21  1.2690
C26 -1.87 -2.84 0.33  -1.4766
C27 0.44 -3.36 -0.67  -0.1389
Te1 0.34 -1.75 -2.06  -0.1194
C28 1.56 -4.20 -0.72  1.4012
C29 2.73 -3.93 -1.64  -1.7093
C30 1.62 -5.32 0.11  -1.0088
H26 -0.11 -6.87 2.61  0.3514
H27 1.63 -6.94 2.35  0.3577
H28 0.54 -7.78 1.25  0.3109
H29 -1.33 -5.03 1.69  0.2326
H30 -2.58 -3.33 0.99  0.4137
H31 -2.33 -2.68 -0.64  0.3791
H32 -1.66 -1.86 0.77  -0.0098
H33 3.13 -2.93 -1.49  0.2952
H34 2.43 -3.99 -2.69  0.3444
H35 3.52 -4.66 -1.48  0.3847
H36 2.49 -5.96 0.06  0.3219

***

Table of energy (Ha), in record order: -3402.56186 -3914.34239 -2292.97009 -1962.14725